[1]
{
  "formula": "C2H3AgNaO2",
  "method": "ωB97M-V/def2-TZVPD",
  "lumo_energy_ev": -5.6,
  "charge": 1,
  "gap_ha": 0.1627,
  "symbols": ["H", "O", "C", "C", "O", "Na", "Ag", "H", "H"],
  "xyz": [[-1.222, 1.536, 0.703], [-1.502, 1.599, -0.382], [-0.783, 0.529, -0.780], [0.210, 0.217, 0.135], [0.802, -0.927, 0.485], [0.732, -2.543, -1.412], [2.367, -1.454, 2.262], [-1.343, -0.076, -1.509], [0.738, 1.119, 0.499]],
  "forces_ev_per_angstrom": [[-1.7, 1.2, -4.6], [0.4, 1.4, 4.5], [1.2, -2.2, 1.7], [0.4, 0.6, -1.4], [1.0, -2.0, -0.3], [-0.1, 0.7, 0.5], [-1.0, 0.6, -1.0], [0.6, -0.1, 0.2], [-0.7, -0.1, 0.4]]
}

[2]
{
  "formula": "C2H3AgO3",
  "method": "ωB97M-V/def2-TZVPD",
  "lumo_energy_ev": [-4.6, -8.0],
  "charge": 1,
  "multiplicity": 2,
  "gap_ha": [0.3976, 0.2793],
  "symbols": ["O", "C", "H", "H", "O", "C", "O", "Ag", "H"],
  "xyz": [[-1.801, 0.253, 0.020], [-2.779, -0.475, 0.002], [-3.789, -0.039, 0.052], [-2.675, -1.570, -0.081], [3.493, -0.480, 0.023], [2.285, -0.342, -0.048], [2.030, 1.087, -0.047], [0.201, 0.135, 0.051], [3.036, 1.431, 0.026]],
  "forces_ev_per_angstrom": [[-1.9, -0.1, 0.1], [0.0, -0.1, -0.1], [0.2, -0.1, 0.0], [-0.1, 0.2, 0.1], [-3.7, -2.4, -0.3], [6.2, 2.7, 0.3], [3.7, 1.0, -0.1], [-1.1, -0.9, 0.2], [-3.2, -0.4, -0.2]]
}

[3]
{
  "formula": "C2H3BCl2O2",
  "method": "ωB97M-V/def2-TZVPD",
  "lumo_energy_ev": [-0.9, -0.3],
  "gap_ha": [0.2522, 0.3349],
  "symbols": ["B", "C", "C", "O", "O", "Cl", "Cl", "H", "H", "H"],
  "xyz": [[0.356, -0.237, 0.132], [1.482, 0.738, 0.337], [3.605, 0.028, 0.045], [-0.868, 0.260, 0.512], [0.562, -1.524, -0.271], [4.815, 1.047, 0.555], [3.825, -1.612, 0.181], [1.612, 1.787, 0.170], [-1.589, -0.367, 0.541], [-0.218, -2.079, -0.284]],
  "forces_ev_per_angstrom": [[-0.7, -0.5, 0.3], [5.0, -0.8, -0.7], [-4.7, 1.3, 0.2], [0.0, 0.3, 0.0], [0.3, 0.0, -0.1], [0.5, 0.6, 0.3], [0.2, -0.8, 0.1], [-0.1, 0.3, 0.1], [-0.2, -0.2, 0.0], [-0.1, -0.1, 0.0]]
}

[4]
{
  "formula": "C2H3BO3",
  "method": "ωB97M-V/def2-TZVPD",
  "lumo_energy_ev": -0.2,
  "gap_ha": 0.3921,
  "symbols": ["B", "C", "C", "O", "O", "O", "H", "H", "H"],
  "xyz": [[-1.079, 0.954, -0.768], [0.308, 1.011, 1.359], [0.586, -0.131, 0.550], [0.336, 1.521, 2.418], [-0.884, 1.900, 0.119], [-0.293, -0.194, -0.526], [-1.927, 0.886, -1.644], [1.591, -0.220, 0.016], [0.586, -1.186, 1.063]],
  "forces_ev_per_angstrom": [[-0.2, -1.0, 0.2], [-2.5, 4.0, 2.0], [1.6, -4.1, -2.5], [0.5, -1.5, -2.7], [1.7, -0.1, 2.1], [-0.8, -0.7, -0.8], [0.7, 0.2, 0.4], [-0.6, 1.1, 1.4], [-0.4, 2.2, -0.1]]
}

[5]
{
  "formula": "C2H3BeF4NO4S2",
  "method": "ωB97M-V/def2-TZVPD",
  "lumo_energy_ev": 0.0,
  "gap_ha": 0.3938,
  "symbols": ["N", "S", "O", "O", "S", "O", "O", "C", "F", "F", "F", "Be", "F", "C", "H", "H", "H"],
  "xyz": [[0.090, 0.421, 0.780], [-0.188, -0.683, 2.339], [-0.870, -1.882, 1.661], [-1.203, 0.126, 3.038], [1.055, -0.358, -0.244], [0.318, -1.396, -1.035], [2.252, -0.826, 0.432], [1.578, 0.887, -1.548], [0.603, 1.083, -2.407], [1.895, 2.013, -0.948], [2.628, 0.385, -2.160], [-0.665, -2.065, -0.065], [-1.882, -2.532, -0.645], [-1.168, 1.059, 0.267], [-2.005, 0.400, 0.006], [-0.918, 1.703, -0.583], [-1.521, 1.663, 1.113]],
  "forces_ev_per_angstrom": [[0.0, -0.5, -1.2], [-1.7, 0.6, 1.6], [1.2, 0.7, -1.6], [1.4, -1.1, -1.1], [1.8, 0.7, 1.3], [0.9, 0.7, 0.2], [-1.6, 0.6, -0.9], [0.0, -0.5, 0.3], [-0.3, 0.1, -0.3], [0.0, 0.2, 0.1], [0.2, -0.1, -0.1], [-3.0, -1.2, 1.3], [0.5, -0.1, 0.0], [0.2, 0.4, 0.4], [0.5, -0.4, 0.0], [-0.2, -0.1, 0.3], [0.2, 0.0, -0.3]]
}

[6]
{
  "formula": "C2H3BiFO",
  "method": "ωB97M-V/def2-TZVPD",
  "lumo_energy_ev": [-7.6, -7.6],
  "charge": 1,
  "gap_ha": [0.2530, 0.2535],
  "symbols": ["Bi", "O", "C", "C", "H", "H", "F", "H"],
  "xyz": [[-0.301, 1.977, -0.919], [-0.685, 0.059, -1.007], [0.449, -0.607, -0.678], [0.771, -0.244, 0.587], [0.394, -1.670, -0.963], [1.689, -0.633, 1.028], [-1.608, 1.296, 1.008], [-0.708, -0.179, 0.945]],
  "forces_ev_per_angstrom": [[-0.7, -0.5, 4.1], [-0.8, -2.2, -4.0], [-3.2, -0.8, 1.1], [-1.2, 0.6, 1.0], [1.2, 0.4, -1.1], [-0.4, 0.2, 0.5], [1.2, 0.9, -2.1], [3.8, 1.4, 0.5]]
}